{
  "formula": "C5H7F4N2",
  "method": "the ωB97M-V functional and the def2-TZVPD basis",
  "charge": 1,
  "relative_energy_kj_mol": 0.00,
  "gap_ev": 9.870,
  "mol_weight_g_mol": 171.117,
  "lumo_energy_ev": -4.04,
  "multiplicity": 1,
  "species": ["C", "C", "C", "C", "C", "N", "N", "F", "F", "F", "F", "H", "H", "H", "H", "H", "H", "H"],
  "coordinates": [[1.41329, -1.37554, 0.31138], [-0.65683, -0.70596, 0.90400], [-0.10822, 0.16080, -0.27477], [0.21519, 2.05998, 0.44823], [-0.99617, 0.24930, -1.52372], [0.48532, -1.54139, 1.23172], [1.15644, -0.42055, -0.53839], [0.40051, 1.76794, 1.75830], [-2.18508, 0.84498, -1.22213], [-0.44533, 0.86386, -2.58599], [-1.39792, -1.00612, -1.93822], [2.35519, -1.96875, 0.30449], [-0.88191, -0.09878, 1.68982], [-1.57898, -1.34794, 0.56595], [-0.74263, 2.22767, 0.16272], [1.05992, 2.61479, -0.00543], [0.36419, -2.04296, 2.11096], [1.54302, -0.28132, -1.39892]],
  "forces_ev_per_angstrom": [[1.8, -1.7, 1.4], [-1.3, -1.3, -3.6], [-0.1, 3.0, 0.9], [1.9, -4.3, -0.4], [-2.1, -1.0, -0.3], [-0.8, 0.6, -0.5], [-1.5, -0.9, 1.9], [-0.1, 0.6, -0.5], [1.3, 0.2, 0.1], [0.0, -0.3, 1.1], [1.1, 0.8, 0.3], [-0.8, 0.6, -0.1], [-0.9, 1.5, 2.3], [1.7, 1.2, 0.7], [-2.8, 1.8, -0.1], [-0.6, -0.6, 0.2], [1.2, -0.4, -0.7], [1.9, 0.2, -2.5]]
}

---

{
  "formula": "C3H5N3O",
  "method": "the ωB97M-V functional and the def2-TZVPD basis",
  "relative_energy_kj_mol": 639.31,
  "gap_ev": [8.464, 8.461],
  "smiles": "C=C=[NH+][O-].N=C=N",
  "mol_weight_g_mol": 99.093,
  "lumo_energy_ev": [-0.78, -0.77],
  "multiplicity": 1,
  "species": ["N", "N", "C", "C", "C", "O", "N", "H", "H", "H", "H", "H"],
  "coordinates": [[1.43348, 0.94236, 1.17170], [0.82972, -0.71791, -1.28488], [0.36690, 0.31957, 1.34643], [-0.24670, -0.28155, -0.66784], [-1.47630, 0.11576, -0.85163], [1.97196, -0.17799, -1.14218], [-0.60453, 0.25476, 2.12926], [1.83359, 1.18459, 0.27371], [0.82199, -1.68364, -1.64759], [-0.94287, -0.62776, 2.48262], [-1.80443, 0.56867, -1.77598], [-2.18280, 0.10314, -0.03363]],
  "forces_ev_per_angstrom": [[-0.8, -1.1, -0.5], [0.1, 0.9, 1.6], [1.3, 2.7, 2.5], [0.1, -1.1, -1.9], [-0.2, 0.2, 0.3], [-0.1, -0.4, -1.1], [-0.3, -0.9, -0.6], [-0.2, -0.4, -0.1], [-0.1, 0.3, 0.1], [0.0, -0.2, -0.3], [0.1, -0.1, -0.3], [0.1, 0.1, 0.1]]
}

---

{
  "formula": "C4H9N2O",
  "method": "the ωB97M-V functional and the def2-TZVPD basis",
  "charge": 1,
  "relative_energy_kj_mol": 435.90,
  "gap_ev": 10.066,
  "mol_weight_g_mol": 101.129,
  "lumo_energy_ev": -5.50,
  "multiplicity": 1,
  "species": ["C", "C", "C", "C", "N", "N", "O", "H", "H", "H", "H", "H", "H", "H", "H", "H"],
  "coordinates": [[-0.32930, -0.61885, 0.02473], [-2.68192, 0.10602, 0.12189], [2.41394, -0.73007, 0.06650], [-1.22335, 0.47073, -0.12978], [1.40368, 1.41323, 0.03314], [1.38683, 0.20725, 0.03704], [-0.31307, -1.76511, -0.11040], [-2.92378, -0.13103, 1.25177], [-3.42144, 0.81827, -0.09882], [-2.85942, -0.86921, -0.45534], [3.28076, -0.29463, -0.27640], [2.36087, -1.51215, -0.71365], [2.58530, -1.24486, 0.98770], [-1.15963, 0.98070, -1.04739], [-0.82645, 1.40871, 0.38056], [2.30699, 1.76102, -0.07155]],
  "forces_ev_per_angstrom": [[1.0, -0.4, -1.6], [0.0, -3.6, 2.3], [1.3, -1.9, -1.6], [-1.3, 3.1, 2.3], [-1.9, -0.6, -0.3], [-3.5, -1.2, 0.9], [0.6, 0.5, 0.8], [0.9, 0.3, -2.1], [-0.5, 1.2, -0.9], [-0.2, 1.5, 0.8], [2.4, 1.5, -0.1], [-1.1, 0.2, 0.4], [-0.4, 0.0, 0.9], [0.5, -0.3, -2.2], [-0.6, -1.4, 0.5], [2.7, 1.1, 0.0]]
}

---

{
  "formula": "C30H62BN2O13",
  "method": "the ωB97M-V functional and the def2-TZVPD basis",
  "charge": 1,
  "gap_ev": 7.813,
  "mol_weight_g_mol": 669.639,
  "lumo_energy_ev": -2.94,
  "multiplicity": 1,
  "species": ["C", "C", "C", "C", "C", "B", "C", "O", "N", "C", "C", "C", "C", "O", "N", "C", "C", "O", "O", "H", "H", "H", "H", "H", "H", "H", "H", "H", "H", "H", "H", "H", "H", "H", "H", "H", "H", "H", "H", "C", "O", "C", "C", "O", "C", "C", "O", "C", "H", "H", "H", "H", "H", "H", "H", "H", "H", "H", "H", "H", "H", "H", "C", "O", "C", "C", "O", "C", "C", "O", "C", "H", "H", "H", "H", "H", "H", "H", "H", "H", "H", "H", "H", "H", "H", "C", "O", "C", "C", "O", "C", "C", "O", "C", "H", "H", "H", "H", "H", "H", "H", "H", "H", "H", "H", "H", "H", "H"],
  "coordinates": [[4.84998, -1.66571, -0.62579], [3.34051, -1.48304, -0.96024], [2.84202, -2.39056, -2.14658], [1.71192, -3.27920, -1.64238], [0.41336, -3.17934, -1.97298], [-0.34960, -2.14805, -2.94769], [-0.53766, -0.64940, -2.48150], [-0.85723, -2.58801, -4.16007], [-0.27037, -4.17901, -1.24391], [0.62916, -4.81253, -0.51848], [0.20413, -5.92011, 0.41851], [-0.00697, -5.13976, 1.81088], [-1.34831, -4.32533, 1.87166], [0.08896, -3.74345, 1.72266], [1.84768, -4.33871, -0.70757], [3.03933, -4.82252, -0.01964], [4.26363, -5.05100, -0.92767], [5.36551, -4.83737, -0.50151], [4.14412, -5.54152, -2.20038], [4.95315, -2.40377, 0.18334], [5.23725, -0.72341, -0.21618], [5.43454, -2.02117, -1.48367], [3.05574, -0.44388, -1.16503], [2.78414, -1.78195, -0.05478], [2.47916, -1.77699, -2.97786], [3.63805, -3.06483, -2.50028], [-0.46679, -0.58887, -1.38191], [-1.52308, -0.26519, -2.78462], [0.24890, 0.00697, -2.89755], [-1.55875, -3.23269, -3.98443], [-1.26796, -4.30841, -1.29936], [-0.76904, -6.34811, 0.16959], [0.98579, -6.65930, 0.61317], [0.31763, -5.63445, 2.73674], [-1.50981, -3.66026, 2.72507], [-1.62528, -3.88879, 0.90654], [3.33103, -4.03783, 0.69562], [2.86747, -5.72489, 0.57694], [3.35189, -5.18745, -2.63290], [-0.98514, 4.44610, 3.21689], [-0.60862, 4.60753, 1.86745], [0.24160, 3.56233, 1.42460], [0.35133, 3.57381, -0.08531], [-0.74162, 2.92683, -0.73270], [-1.96320, 3.65821, -0.76240], [-1.95761, 4.79066, -1.76939], [-1.31601, 5.93075, -1.22413], [-1.01501, 6.89091, -2.21382], [-0.10441, 4.42989, 3.86887], [-1.61365, 5.29022, 3.49451], [-1.56287, 3.52354, 3.34818], [-0.14967, 2.59264, 1.75862], [1.23619, 3.72503, 1.86155], [1.23279, 2.98973, -0.36013], [0.49828, 4.58299, -0.47326], [-2.23963, 4.00622, 0.23418], [-2.72098, 2.93610, -1.07694], [-2.99295, 5.06634, -2.01174], [-1.44275, 4.46877, -2.68289], [-0.30746, 6.48167, -2.94436], [-0.55107, 7.74498, -1.72365], [-1.92503, 7.22566, -2.72326], [-9.54997, -4.80449, -0.54228], [-8.70844, -4.24519, 0.44370], [-9.12784, -4.59077, 1.75546], [-8.03938, -4.27347, 2.75910], [-7.03657, -5.28364, 2.83725], [-6.10793, -5.32018, 1.76690], [-5.07360, -4.21304, 1.83460], [-5.59765, -3.01011, 1.30004], [-4.79557, -1.89624, 1.62031], [-10.58175, -4.45928, -0.41629], [-9.18732, -4.48235, -1.51693], [-9.51618, -5.89901, -0.50218], [-9.37183, -5.65858, 1.80271], [-10.02360, -4.00177, 1.99210], [-8.49530, -4.24794, 3.75069], [-7.59834, -3.29198, 2.57851], [-6.61637, -5.33734, 0.80077], [-5.58327, -6.27296, 1.87672], [-4.19675, -4.49542, 1.23057], [-4.76557, -4.05968, 2.87607], [-4.76521, -1.74197, 2.70455], [-5.24004, -1.01665, 1.15852], [-3.77575, -2.02351, 1.23273], [7.99047, 4.87522, 1.83889], [7.05640, 4.83035, 0.78173], [6.39203, 3.58203, 0.71339], [5.17934, 3.67774, -0.19026], [4.03679, 4.22371, 0.45856], [4.05684, 5.63358, 0.66638], [3.79170, 6.42802, -0.59596], [4.97906, 6.54918, -1.36155], [4.71743, 7.00568, -2.67055], [8.75140, 4.09558, 1.72079], [8.47675, 5.84851, 1.81700], [7.48534, 4.75974, 2.80450], [6.07928, 3.26658, 1.71658], [7.09581, 2.84441, 0.30215], [4.88930, 2.66084, -0.46971], [5.40467, 4.21649, -1.11236], [4.98053, 5.94740, 1.15458], [3.23762, 5.83100, 1.36196], [3.45727, 7.43835, -0.32488], [3.01126, 5.93181, -1.18656], [4.09476, 6.28408, -3.21249], [5.66909, 7.10053, -3.19034], [4.22438, 7.98373, -2.65209]],
  "forces_ev_per_angstrom": [[-0.6, 0.3, 0.4], [0.3, -0.6, 0.0], [-0.2, -0.6, 1.4], [0.8, 0.7, -0.6], [-1.2, -0.1, -0.2], [0.0, 0.8, -0.3], [0.2, -0.5, 0.2], [-0.4, 0.1, 1.2], [1.4, 1.4, -1.1], [-1.4, -2.7, 1.1], [0.5, 1.7, 2.0], [-2.5, 0.9, -0.6], [3.9, 2.2, -0.5], [1.3, -1.5, 0.1], [-0.8, 0.0, -0.8], [0.6, 1.0, 0.0], [1.5, 0.1, -0.3], [-1.0, -0.4, 0.1], [-0.7, 0.6, 0.7], [0.1, 0.1, -0.4], [0.1, -0.3, -0.3], [-0.1, 0.4, 0.2], [0.3, -0.2, 0.0], [0.0, 0.3, -0.3], [0.1, -0.3, 0.1], [0.0, 0.6, -0.1], [0.1, 0.2, -0.4], [0.4, 0.0, -0.1], [-0.3, -0.1, 0.1], [0.3, -0.3, -0.7], [0.1, -0.4, 0.3], [0.5, -0.2, -0.3], [-0.3, -0.1, -0.5], [0.0, 0.3, -0.4], [-1.4, -1.3, 0.3], [-1.4, -1.1, 0.3], [0.1, -0.3, -0.2], [-0.3, 0.1, -0.4], [-0.1, -0.4, 0.0], [0.0, 0.1, -0.1], [-0.2, -0.1, 0.0], [0.1, 0.5, 0.0], [0.1, -0.3, 0.0], [0.0, 0.1, 0.0], [0.0, -0.2, -0.2], [-0.1, 0.3, 0.4], [0.2, -0.1, 0.0], [0.0, 0.0, 0.1], [0.0, -0.1, 0.1], [0.0, 0.0, 0.0], [0.1, 0.0, 0.1], [0.1, -0.1, 0.0], [0.1, -0.2, 0.0], [0.0, 0.0, 0.0], [-0.1, 0.1, 0.2], [0.1, 0.2, 0.0], [0.0, 0.0, 0.0], [0.0, -0.1, -0.1], [-0.1, -0.1, 0.0], [-0.1, 0.0, -0.1], [0.0, 0.0, 0.0], [0.0, 0.0, -0.1], [0.1, 0.1, 0.1], [0.2, -0.2, 0.0], [0.1, 0.4, -0.2], [-0.1, -0.2, 0.2], [0.1, 0.1, -0.1], [0.0, -0.2, 0.2], [-0.2, 0.2, -0.4], [0.0, 0.1, 0.1], [-0.2, -0.1, 0.0], [0.0, -0.1, 0.0], [0.0, 0.1, 0.0], [-0.1, 0.0, 0.0], [0.0, 0.0, 0.1], [-0.1, -0.1, 0.1], [0.0, -0.1, 0.0], [-0.1, 0.0, -0.2], [0.0, 0.2, 0.0], [0.0, 0.0, 0.1], [0.1, -0.1, 0.1], [0.0, -0.1, 0.0], [0.1, 0.0, 0.0], [0.0, 0.0, 0.0], [0.1, 0.0, 0.1], [0.0, 0.0, -0.1], [-0.1, 0.1, 0.1], [0.3, 0.3, -0.3], [-0.1, -0.2, 0.1], [0.1, 0.0, -0.1], [-0.3, 0.0, 0.0], [0.4, 0.2, 0.1], [0.0, -0.2, -0.1], [0.1, 0.0, 0.1], [0.0, 0.0, 0.1], [0.0, 0.0, -0.1], [0.1, -0.1, 0.0], [0.0, -0.1, 0.0], [-0.1, -0.2, 0.1], [0.0, 0.0, 0.1], [0.2, 0.1, 0.1], [0.1, 0.1, -0.2], [0.0, -0.1, 0.0], [-0.2, -0.1, 0.0], [-0.1, 0.0, 0.1], [-0.1, 0.1, 0.0], [0.0, 0.0, 0.1], [-0.1, 0.0, -0.1]]
}